ORCA calculation (ωB97M-V with the def2-TZVPD basis set) on C20H56CdN3O10 as an isolated structure.

Computed properties:
E_LUMO (alpha / beta)	0.28 / -1.10	eV
expectation value of S²	0.75
E	-51149.9082	eV
HOMO (alpha / beta)	-0.2707 / -0.3070	hartree
2S+1	2
total charge	0

Last column: Löwdin spin population.
Atoms and positions in Å:
Cd1 -24.053 -2.482 3.164  0.6565
C1 -24.728 1.715 2.808  0.0025
C2 -24.784 0.475 1.914  0.0088
O1 -23.989 -0.556 2.314  0.1501
H1 -25.207 1.496 3.763  0.0001
H2 -25.318 2.530 2.390  0.0008
H3 -23.738 2.139 2.971  0.0003
H4 -24.416 0.842 0.956  0.0013
H5 -25.824 0.202 1.734  0.0013
O2 -21.304 0.977 1.165  0.0025
H6 -21.580 1.006 0.249  0.0002
H7 -22.015 0.522 1.617  0.0017
O3 -22.414 -1.982 4.318  0.1345
H8 -21.778 -1.340 4.001  0.0058
H9 -22.383 -1.900 5.272  0.0087
O4 -22.195 0.706 4.356  0.0066
H10 -22.771 1.113 5.003  0.0007
H11 -22.781 0.439 3.648  0.0019
C3 -30.597 3.737 -1.661  0.0000
O5 -29.841 2.552 -1.395  0.0000
C4 -28.402 2.761 -1.389  0.0000
C5 -27.662 1.516 -1.011  0.0000
N1 -27.837 0.498 -1.969  0.0000
C6 -27.023 -0.631 -1.657  0.0001
C7 -27.467 -1.542 -0.501  0.0013
O6 -28.819 -1.909 -0.595  0.0004
C8 -29.069 -2.789 -1.752  0.0000
H12 -31.646 3.475 -1.524  0.0000
H13 -30.408 4.094 -2.673  0.0000
H14 -30.317 4.547 -0.987  0.0000
H15 -28.071 3.614 -0.796  0.0000
H16 -28.177 3.034 -2.420  0.0000
H17 -28.135 1.151 -0.100  0.0000
H18 -26.600 1.713 -0.864  0.0000
H19 -28.844 0.453 -1.910  0.0000
H20 -25.980 -0.318 -1.706  0.0000
H21 -27.108 -1.281 -2.528  0.0000
H22 -27.273 -1.036 0.445  0.0007
H23 -26.829 -2.426 -0.519  0.0011
H24 -28.654 -3.795 -1.694  0.0000
H25 -28.766 -2.401 -2.724  0.0000
H26 -30.148 -2.930 -1.812  0.0000
C9 -31.924 0.031 0.211  0.0000
O7 -32.345 -0.044 1.544  0.0000
C10 -32.095 -1.322 2.159  0.0000
C11 -30.641 -1.574 2.245  0.0000
N2 -30.192 -0.775 3.378  0.0003
C12 -28.832 -0.946 3.646  0.0012
C13 -28.183 0.197 4.600  0.0002
O8 -27.249 -0.434 5.472  0.0081
C14 -26.791 0.412 6.543  0.0003
H27 -32.470 -0.729 -0.348  0.0000
H28 -30.845 -0.045 0.083  0.0000
H29 -32.211 0.952 -0.297  0.0000
H30 -32.527 -2.113 1.546  0.0000
H31 -32.571 -1.348 3.139  0.0000
H32 -30.129 -1.284 1.328  0.0000
H33 -30.406 -2.635 2.326  0.0000
H34 -30.237 0.168 3.018  0.0000
H35 -28.248 -1.077 2.735  0.0011
H36 -28.821 -1.892 4.187  0.0004
H37 -28.943 0.556 5.294  0.0000
H38 -27.697 1.045 4.118  0.0000
H39 -26.100 -0.137 7.183  0.0001
H40 -27.583 0.821 7.170  0.0000
H41 -26.192 1.221 6.124  0.0000
C15 -26.287 1.906 -6.097  0.0000
O9 -25.859 3.206 -6.316  0.0000
C16 -26.248 4.097 -5.226  0.0000
C17 -25.269 4.012 -3.970  0.0000
N3 -24.000 4.685 -4.341  0.0000
C18 -22.812 4.337 -3.506  0.0000
C19 -22.824 4.799 -2.082  0.0000
O10 -23.734 3.874 -1.341  0.0000
C20 -23.999 4.423 -0.057  0.0000
H42 -25.792 1.393 -5.273  0.0000
H43 -25.862 1.433 -6.982  0.0000
H44 -27.358 1.747 -5.971  0.0000
H45 -27.247 3.893 -4.842  0.0000
H46 -26.212 5.111 -5.625  0.0000
H47 -25.013 2.963 -3.823  0.0000
H48 -25.692 4.427 -3.055  0.0000
H49 -23.999 5.634 -4.688  0.0000
H50 -21.984 4.817 -4.027  0.0000
H51 -22.713 3.252 -3.547  0.0000
H52 -23.280 5.789 -2.101  0.0000
H53 -21.824 4.869 -1.654  0.0000
H54 -24.181 5.498 -0.051  0.0000
H55 -23.170 4.275 0.634  0.0000
H56 -24.892 3.929 0.326  0.0000



ORCA calculation (ωB97M-V with the def2-TZVPD basis set) on C31H41Br2MgN6O3PS as an isolated structure.

Computed properties:
E_LUMO	0.03	eV
E	-213554.2674	eV
energy relative to the best compared isomer or geometry (same formula, charge and spin)	0.000	eV
HOMO	-0.2705	hartree
total charge	0

Last column: Mulliken charge in e.
Atoms and positions in Å:
Mg1 -0.408 -1.001 0.271  0.6593
C1 -0.668 4.317 3.561  -0.9710
C2 -1.865 3.450 3.192  -0.7765
N1 -2.091 3.351 1.755  0.1746
C3 -2.932 4.372 1.127  -0.6199
C4 -2.136 5.485 0.457  -1.0303
C5 -1.496 2.400 0.999  0.4421
S1 -0.400 1.308 1.728  -0.4774
N2 -1.797 2.488 -0.313  -0.0824
C6 -1.591 1.513 -1.179  -0.4106
O1 -1.245 0.327 -0.950  -0.2402
C7 -1.791 1.874 -2.622  0.6982
C8 -1.553 0.907 -3.595  -0.2812
C9 -1.692 1.221 -4.939  -0.9255
C10 -2.074 2.500 -5.319  -0.3257
C11 -2.320 3.466 -4.350  -0.7089
C12 -2.180 3.154 -3.007  -0.2416
H1 -0.514 4.300 4.641  0.3967
H2 -0.815 5.353 3.257  0.2930
H3 0.231 3.931 3.081  0.2272
H4 -2.778 3.854 3.633  0.4182
H5 -1.723 2.444 3.580  0.3677
H6 -3.563 4.787 1.914  0.3805
H7 -3.583 3.891 0.400  0.4372
H8 -1.551 6.050 1.183  0.3350
H9 -2.813 6.179 -0.045  0.3311
H10 -1.459 5.064 -0.285  0.2053
H11 -1.257 -0.086 -3.282  0.5551
H12 -1.505 0.465 -5.691  0.4201
H13 -2.182 2.745 -6.368  0.3820
H14 -2.624 4.463 -4.644  0.4150
H15 -2.368 3.893 -2.240  0.3896
C13 -3.635 -1.654 1.286  -1.5369
C14 -2.614 -2.184 2.249  0.6516
C15 -2.999 -2.898 3.404  -0.9870
C16 -2.048 -3.347 4.272  -1.0544
C17 -0.681 -3.089 4.021  1.3353
C18 0.389 -3.527 4.838  0.0298
Br1 0.054 -4.519 6.421  -0.2542
C19 1.681 -3.250 4.493  -0.5417
C20 1.951 -2.511 3.336  0.2220
Br2 3.771 -2.164 2.893  -0.1963
C21 0.967 -2.009 2.491  -0.1022
O2 1.212 -1.302 1.442  0.0435
C22 -0.383 -2.351 2.857  -0.7783
N3 -1.349 -1.937 2.001  0.3531
H16 -4.472 -2.344 1.178  0.4802
H17 -3.191 -1.480 0.306  0.1328
H18 -4.027 -0.702 1.651  0.3400
H19 -4.049 -3.087 3.581  0.5206
H20 -2.325 -3.903 5.158  0.3606
H21 2.500 -3.592 5.110  0.4382
C23 5.036 -0.761 -1.426  -0.8137
N4 3.866 -1.020 -0.505  0.3850
C24 3.477 0.311 0.165  -0.5866
N5 3.198 1.298 -0.820  0.2648
C25 4.335 1.480 -1.703  -0.9941
N6 4.726 0.248 -2.388  0.1265
C26 3.683 -0.176 -3.333  -1.0389
P1 2.014 -0.553 -2.574  0.4472
C27 2.715 -1.651 -1.248  -0.1211
C28 1.950 0.999 -1.536  0.1295
H22 5.285 -1.703 -1.914  0.3864
H23 5.867 -0.436 -0.797  0.3530
H24 4.133 -1.656 0.252  0.1806
H25 4.338 0.594 0.771  0.3397
H26 2.616 0.094 0.794  0.0087
H27 5.184 1.832 -1.111  0.3205
H28 4.094 2.235 -2.451  0.3884
H29 4.031 -1.068 -3.861  0.4292
H30 3.569 0.607 -4.086  0.4270
H31 3.074 -2.590 -1.675  0.5429
H32 1.942 -1.908 -0.525  -0.3210
H33 1.146 0.960 -0.799  -0.6553
H34 1.698 1.839 -2.189  0.5681
C29 0.470 -4.394 -2.190  -1.4204
C30 -0.648 -3.543 -1.583  0.4491
C31 -1.509 -4.392 -0.646  -1.1600
O3 -0.113 -2.456 -0.925  -0.4514
H35 0.084 -5.285 -2.691  0.4916
H36 1.155 -4.708 -1.397  0.2509
H37 1.031 -3.804 -2.920  0.2130
H38 -1.295 -3.214 -2.419  0.1609
H39 -0.917 -4.679 0.228  0.2176
H40 -1.876 -5.298 -1.134  0.5041
H41 -2.370 -3.817 -0.300  0.0842



ORCA calculation (ωB97M-V with the def2-TZVPD basis set) on a 2-piece molecular cluster, C5H9BrN3O overall.

Computed properties:
E_LUMO	-5.42	eV
E	-81882.0437	eV
energy relative to the best compared isomer or geometry (same formula, charge and spin)	1.805	eV
HOMO	-0.4966	hartree
total charge	+1

Last column: natural (NBO) charge in e.
Atoms and positions in Å:
N1 2.426 -0.653 0.930  -0.5482
N2 1.035 -0.639 1.053  0.1012
C1 0.375 0.476 1.285  0.0372
C2 -1.011 0.491 1.319  -0.1501
C3 -1.657 -0.706 1.124  -0.1837
C4 -0.848 -1.821 0.900  0.1215
Br1 -1.663 -3.490 0.643  0.2147
N3 0.458 -1.809 0.851  -0.1986
H1 2.736 -1.543 1.313  0.4051
H2 2.791 0.076 1.536  0.3844
H3 0.946 1.376 1.432  0.2547
H4 -1.553 1.402 1.491  0.2786
H5 -2.728 -0.779 1.149  0.2777
C5 0.051 1.390 -2.725  -0.2513
O1 -1.225 1.397 -2.080  -0.7106
H6 0.088 2.257 -3.376  0.2046
H7 0.867 1.462 -1.998  0.1446
H8 0.183 0.489 -3.329  0.1752
H9 -1.272 0.622 -1.517  0.4430



ORCA calculation (ωB97M-V with the def2-TZVPD basis set) on a 13-piece molecular cluster, C2H28NO14 overall.

Computed properties:
E_LUMO	2.85	eV
E	-32688.3377	eV
HOMO	-0.2326	hartree
total charge	-1

Last column: natural (NBO) charge in e.
Atoms and positions in Å:
O1 0.017 -0.427 -0.885  -0.8471
C1 0.601 0.587 -1.469  0.8055
O2 1.567 1.187 -0.993  -0.7341
C2 0.168 0.832 -2.879  -0.3539
N1 -0.833 -0.187 -3.409  -0.8364
H1 -0.252 1.789 -3.083  0.2067
H2 0.979 0.734 -3.606  0.2193
H3 -0.452 -1.098 -3.173  0.3800
H4 -1.667 -0.074 -2.816  0.3453
H5 2.501 0.301 1.718  0.5011
H6 2.457 0.557 0.225  0.4952
O3 3.055 0.156 0.903  -1.0417
H7 -2.168 2.297 -0.899  0.5004
H8 -2.677 2.947 0.371  0.4834
O4 -1.904 2.947 -0.223  -0.9773
H9 -0.392 2.552 1.600  0.4974
H10 -1.611 1.626 2.115  0.5114
O5 -0.815 2.164 2.388  -1.0197
H11 -0.073 3.554 0.116  0.4907
H12 1.255 2.764 0.096  0.5038
O6 0.781 3.465 0.558  -0.9826
H13 1.766 -3.426 -2.473  0.4533
H14 1.274 -2.391 -1.392  0.5165
O7 1.134 -2.729 -2.309  -0.9888
H15 -1.509 -0.239 -0.592  0.5197
H16 -2.994 -0.528 -0.911  0.5005
O8 -2.415 0.166 -0.543  -1.0216
H17 0.431 -2.458 1.385  0.4940
H18 1.299 -3.478 0.586  0.4775
O9 0.568 -3.448 1.205  -1.0183
H19 -1.306 -2.377 -0.475  0.4916
H20 -2.173 -2.552 0.632  0.4839
O10 -2.263 -2.342 -0.314  -0.9690
H21 0.568 1.569 2.689  0.5058
H22 1.743 1.308 3.699  0.4726
O11 1.361 1.031 2.865  -1.0140
H23 -2.674 -0.264 2.489  0.4865
H24 -2.795 0.376 1.003  0.5137
O12 -2.890 0.534 2.011  -1.0148
H25 3.403 -2.840 -0.728  0.4686
H26 2.998 -1.535 0.094  0.5293
O13 2.702 -2.393 -0.247  -0.9990
H27 0.063 -0.437 2.198  0.4971
H28 -0.140 -0.744 0.685  0.5072
O14 -0.480 -1.009 1.642  -1.0398



ORCA calculation (ωB97M-V with the def2-TZVPD basis set) on one molecule with the formula C20H16N2O2.

Computed properties:
E_LUMO	-0.23	eV
E	-28063.4089	eV
energy relative to the best compared isomer or geometry (same formula, charge and spin)	11.964	eV
HOMO	-0.3092	hartree
total charge	0

Last column: natural (NBO) charge in e.
Atoms and positions in Å:
O1 -1.648 -1.108 1.225  -0.5779
C1 -1.862 -0.223 0.382  0.6737
N1 -0.949 0.553 -0.420  -0.4455
N2 0.325 0.288 -0.205  -0.2227
C2 0.988 1.313 -0.213  0.5849
O2 0.309 2.469 -0.004  -0.7160
C3 2.354 1.267 0.144  -0.0885
C4 3.129 0.649 -1.067  -0.1589
C5 4.479 0.636 -1.006  -0.2321
C6 5.255 1.307 0.029  -0.1597
C7 4.458 2.333 0.962  -0.1880
C8 3.031 2.261 0.805  -0.1315
H1 2.599 2.596 1.486  0.1727
H2 5.070 2.812 1.712  0.2227
H3 6.286 1.315 -0.064  0.1995
H4 5.006 -0.016 -1.503  0.1961
H5 2.657 -0.105 -1.641  0.2073
C9 0.740 -1.044 -0.010  0.1505
C10 1.779 -1.229 0.848  -0.2345
C11 2.140 -2.577 1.089  -0.1554
C12 1.717 -3.579 -0.041  -0.2244
C13 0.733 -3.139 -0.779  -0.1643
C14 0.353 -1.831 -0.955  -0.2418
H6 -0.417 -1.625 -1.602  0.2323
H7 0.519 -3.804 -1.890  0.1879
H8 2.231 -4.560 0.096  0.2329
H9 2.877 -3.076 1.750  0.2254
H10 2.008 -0.440 1.613  0.2506
H11 -1.391 1.382 -0.564  0.4548
C15 -3.389 0.168 0.225  -0.1641
C16 -4.329 0.081 1.124  -0.1587
C17 -5.694 0.316 0.899  -0.1960
C18 -6.053 0.981 -0.129  -0.2294
C19 -5.203 1.034 -1.199  -0.2091
C20 -3.887 0.733 -1.027  -0.1998
H12 -3.124 1.159 -1.810  0.2176
H13 -5.486 1.623 -2.271  0.2212
H14 -7.119 1.251 -0.003  0.2283
H15 -6.384 0.206 1.841  0.2136
H16 -4.107 -0.377 2.174  0.2263